1.
A molecular structure, C31H38CaNO2 in a non-equilibrium geometry. Source: the OMol25 dataset; level of theory: ωB97M-V/def2-TZVPD.

The geometry in XYZ format:
```
73
Properties=species:S:1:pos:R:3:forces:R:3:lowdin_charge:R:1
Ca 0.302 0.205 0.079 -0.2 -1.0 -0.2 1.285
O -1.735 3.423 -3.161 1.2 -2.1 0.3 -0.195
O -0.806 5.513 -2.310 -0.4 2.3 -1.3 -0.128
N -0.706 -2.102 -0.045 -0.2 0.2 -0.3 -0.059
C -1.175 5.733 -3.724 -0.2 -0.4 -0.2 -0.158
C -0.966 7.234 -3.676 0.3 -0.4 0.5 -0.084
C -0.757 0.170 2.521 -0.1 0.4 0.0 -0.223
C -2.180 -2.055 -3.435 0.2 -0.3 0.2 -0.131
C 0.124 1.284 2.454 -0.5 0.2 0.0 -0.241
C -0.681 6.960 -2.182 0.0 0.8 -0.3 -0.582
C 2.791 -0.669 0.356 0.0 0.3 -0.6 -0.242
C -0.711 -4.578 3.360 0.0 -0.1 0.1 -0.139
C 2.340 -1.309 -0.837 0.5 0.3 0.0 -0.231
C -1.678 1.709 1.077 0.3 -0.2 0.4 -0.240
C -0.726 1.832 -4.636 0.1 0.1 0.0 -0.150
C -2.041 2.272 -3.987 0.3 -0.1 0.7 -0.185
C 2.926 0.724 0.080 0.1 -0.4 -0.5 -0.235
C -1.249 -2.556 -1.233 0.3 0.4 1.1 -0.320
C -1.865 0.424 1.666 0.2 0.5 0.3 -0.219
C -0.708 -2.928 1.080 0.0 -0.2 -0.6 -0.333
C -1.781 7.524 -1.307 0.3 0.1 0.2 -0.023
C 0.481 -3.130 1.830 -0.4 -0.1 -0.2 -0.045
C -1.891 -3.591 1.496 0.4 0.1 0.2 -0.054
C -1.668 -4.355 -2.834 0.0 0.5 0.4 -0.120
C 2.213 -0.323 -1.850 0.2 0.1 0.5 -0.221
C -0.444 3.009 -2.542 -0.5 -0.7 -0.1 -0.160
C -2.112 -3.418 -3.775 -0.1 0.1 -0.2 -0.150
C -1.897 -4.386 2.638 0.3 0.2 -0.2 -0.115
C 2.585 0.937 -1.287 0.0 -0.5 0.4 -0.234
C -1.257 -3.934 -1.571 -0.2 0.0 -0.5 -0.050
C -0.446 2.242 1.565 -0.1 -0.3 0.2 -0.249
C 0.355 2.416 -3.698 -0.3 0.2 -0.3 -0.151
C -1.769 -1.618 -2.179 0.1 -0.5 0.0 -0.059
C 0.710 7.384 -1.760 -0.1 0.0 0.3 -0.023
C 0.481 -3.971 2.939 -0.5 0.2 0.0 -0.114
H 1.964 -0.516 -2.892 -0.1 0.1 0.3 0.084
H -2.831 -4.856 2.955 0.3 0.1 0.0 0.091
H 3.291 1.475 0.773 -0.1 -0.1 -0.1 0.084
H -1.639 -5.420 -3.072 0.0 0.3 0.0 0.090
H -0.628 -0.702 3.162 0.0 0.2 -0.3 0.092
H -2.563 -1.331 -4.158 0.1 -0.2 0.1 0.086
H -2.222 5.477 -3.912 0.4 -0.2 0.0 0.122
H -0.720 -5.209 4.250 0.0 0.1 -0.2 0.081
H 0.891 3.236 -4.195 0.0 -0.2 0.0 0.105
H 0.865 7.081 -0.719 0.3 0.0 -0.1 0.086
H -0.645 2.239 -5.649 0.1 -0.1 0.1 0.102
H -2.792 -3.459 0.893 0.2 0.0 0.2 0.112
H 0.778 8.480 -1.822 0.1 -0.2 0.1 0.088
H -2.810 2.499 -4.730 0.0 0.3 0.3 0.118
H -1.880 7.808 -3.857 0.4 0.1 -0.1 0.110
H 3.045 -1.161 1.292 -0.2 0.2 -0.2 0.084
H 1.045 1.404 3.025 -0.2 0.0 -0.2 0.088
H -2.744 -0.212 1.549 0.4 0.1 -0.1 0.093
H -0.093 7.570 -4.242 -0.3 0.2 0.1 0.110
H -0.679 0.743 -4.685 0.0 0.0 -0.1 0.099
H 1.412 -4.146 3.482 -0.3 0.0 -0.1 0.092
H -0.923 -4.655 -0.823 0.0 0.2 -0.3 0.104
H -1.881 -0.565 -1.885 0.1 -0.4 -0.1 0.082
H -2.761 7.141 -1.629 0.3 0.1 0.2 0.096
H -0.657 2.253 -1.751 -0.1 0.2 -0.4 0.102
H 1.404 -2.661 1.484 -0.3 -0.1 0.1 0.076
H -2.383 2.225 0.429 0.2 -0.1 0.1 0.085
H -1.772 8.621 -1.399 -0.1 -0.3 0.1 0.089
H -0.049 3.233 1.357 0.0 -0.2 -0.1 0.083
H 1.088 1.681 -3.376 -0.1 0.0 0.0 0.071
H -2.415 -3.751 -4.769 0.0 0.1 0.2 0.078
H 1.484 6.949 -2.411 -0.3 0.0 0.3 0.092
H -0.493 5.198 -4.398 -0.4 0.0 0.2 0.120
H -2.379 1.444 -3.335 -0.2 0.4 -0.2 0.108
H 0.085 3.837 -2.071 -0.6 -0.3 -0.2 0.111
H 2.689 1.872 -1.830 -0.1 -0.1 0.2 0.077
H 2.183 -2.380 -0.970 -0.1 0.4 0.1 0.095
H -1.576 7.243 -0.267 -0.3 0.1 -0.1 0.088
```
Positions in Å, forces in eV/Å.

Properties
HOMO energy in eV: -3.5163
Charge: -1
2S+1: 1



2.
A molecular structure, C31H38CrN4 in a non-equilibrium geometry. Source: the OMol25 dataset; level of theory: ωB97M-V/def2-TZVPD.

The geometry in XYZ format:
```
74
Properties=species:S:1:pos:R:3:forces:R:3:lowdin_charge:R:1
Cr 0.279 0.134 -0.261 -0.6 0.9 0.5 0.576
N 3.634 -0.282 0.609 -0.8 0.1 -0.6 -0.064
N 3.412 1.264 -0.935 -5.2 -2.5 -2.8 -0.012
N -2.074 1.944 -3.898 0.6 1.1 0.2 0.072
N -0.249 2.074 0.121 -1.2 2.2 -0.7 0.160
C -1.774 -1.541 -2.125 -1.1 -3.0 2.3 -0.034
C 2.416 1.101 2.722 -0.8 0.6 0.3 -0.066
C 4.293 0.303 -1.398 2.7 1.2 2.1 -0.204
C -1.957 0.172 2.635 0.0 0.6 0.7 -0.040
C -3.029 0.700 -0.305 -0.4 0.3 -0.2 -0.037
C 0.129 3.725 -3.549 0.2 -0.2 0.2 -0.122
C 3.088 -0.200 2.987 0.5 -0.4 0.1 -0.204
C -1.939 -0.236 0.084 0.4 -0.8 0.3 -0.294
C 2.639 0.561 -0.032 1.8 1.5 0.7 -0.166
C 4.485 -2.616 3.320 -0.3 0.3 -0.3 -0.018
C -0.973 1.652 -3.137 0.8 -0.4 0.0 -0.400
C -1.398 -1.277 -0.745 -0.2 -0.5 -0.7 -0.321
C -2.033 3.145 -4.488 -0.1 -0.1 0.3 -0.206
C -2.611 4.495 0.728 0.0 0.0 0.1 -0.088
C 0.111 2.540 -2.842 -0.1 1.4 -0.7 -0.089
C 4.002 -1.933 4.443 0.0 0.3 -0.3 -0.291
C 0.220 -2.118 2.494 0.6 -0.1 0.7 -0.036
C -1.410 -0.433 1.404 0.8 -0.9 -1.0 -0.257
C 0.385 -3.138 -0.510 0.4 -0.5 -0.1 -0.047
C -1.424 4.371 -0.250 -0.5 0.7 -0.3 -0.196
C 4.618 -2.921 0.814 0.9 -1.0 -0.6 -0.064
C -0.423 -1.467 1.338 -0.9 0.4 -0.9 -0.261
C 3.598 -0.892 1.866 0.7 -0.3 0.6 -0.153
C 3.307 -0.720 4.275 0.1 -0.4 -0.5 -0.013
C 4.270 -2.124 2.021 -0.5 0.4 0.8 -0.202
C -0.796 3.082 -0.105 1.8 -2.5 0.9 -0.142
C 4.256 -2.476 5.824 0.1 0.0 0.2 -0.078
C -0.797 0.362 -2.686 2.9 0.4 -0.1 -0.112
C -0.964 4.053 -4.372 -1.1 -0.2 -0.6 -0.148
C 4.709 -0.365 -0.284 -0.1 -0.9 -0.3 -0.151
C -0.365 -1.957 -0.018 -0.7 0.4 0.5 -0.313
H 5.138 -3.847 1.085 -0.3 -0.1 0.2 0.074
H 2.097 1.600 3.646 0.1 -0.2 0.0 0.075
H 5.682 -0.764 -0.022 -0.5 -0.1 -0.3 0.099
H 0.982 4.405 -3.505 -0.2 -0.1 0.2 0.097
H 1.525 0.969 2.064 0.7 0.2 0.6 0.042
H 3.097 1.779 2.186 -0.3 -0.2 0.0 0.091
H -1.029 4.967 -4.957 0.2 0.0 0.2 0.066
H 5.226 -2.127 6.214 -0.3 -0.1 -0.1 0.077
H -2.938 3.345 -5.101 0.8 0.3 0.3 0.090
H -0.412 -2.891 2.966 0.0 0.2 -0.3 0.092
H -1.262 0.088 3.483 -0.1 0.1 -0.2 0.074
H 0.901 2.240 -2.127 -0.4 0.2 -0.8 0.087
H 0.456 -1.378 3.267 0.1 -0.2 0.0 0.069
H 1.161 -2.606 2.208 -0.1 0.1 0.1 0.075
H -2.187 1.238 2.495 0.1 -0.2 0.1 0.069
H 2.960 -0.184 5.174 0.1 -0.2 -0.6 0.115
H -3.186 5.412 0.552 0.2 -0.2 0.0 0.072
H -3.134 1.523 0.415 0.0 -0.3 -0.1 0.047
H -2.851 1.153 -1.293 0.0 -0.2 0.3 0.075
H -0.664 5.145 -0.051 -0.3 -0.2 -0.1 0.127
H 4.275 -3.576 5.816 0.0 0.3 0.1 0.072
H 0.585 -3.065 -1.587 0.0 0.0 0.3 0.077
H 5.038 -3.558 3.450 -0.3 0.4 0.0 0.112
H 4.644 0.100 -2.397 0.5 1.1 -0.2 0.078
H -4.007 0.193 -0.355 0.2 0.1 0.0 0.087
H 0.260 -0.065 -2.742 -1.3 0.5 0.0 0.103
H -2.850 -1.558 -2.346 0.5 0.2 -0.1 0.090
H 3.718 -3.176 0.230 0.3 0.1 0.2 0.087
H -1.738 4.484 -1.305 0.1 -0.1 0.4 0.118
H -3.296 3.641 0.633 0.3 0.3 0.0 0.063
H 1.351 -3.208 0.004 -0.1 -0.1 -0.1 0.059
H 3.473 -2.137 6.517 0.2 -0.2 -0.1 0.071
H -1.546 -0.344 -3.030 0.1 0.5 -0.6 0.014
H -0.146 -4.089 -0.339 0.0 0.2 0.0 0.084
H -2.899 -0.316 2.948 0.3 0.1 -0.2 0.090
H -2.228 4.520 1.758 -0.2 0.0 -0.2 0.079
H 5.313 -2.423 0.121 -0.6 -0.5 0.4 0.047
H -1.133 -2.235 -2.678 -0.4 0.2 0.1 0.079
```
Positions in Å, forces in eV/Å.

Properties
HOMO energy (alpha / beta) in eV: -2.6332 / -2.9424
Charge: -1
Expectation value of S²: 4.042
2S+1: 4



3.
A molecular structure, C31H38IrN4O3P2Se2. Source: the OMol25 dataset; level of theory: ωB97M-V/def2-TZVPD.

The geometry in XYZ format:
```
81
Properties=species:S:1:pos:R:3:forces:R:3:lowdin_charge:R:1
Ir 0.171 0.050 -0.105 -0.2 0.3 0.6 0.695
Se 0.422 -0.215 2.372 0.0 0.3 0.1 0.552
Se -1.033 -1.941 0.113 0.0 -0.1 -0.4 0.604
P -0.123 -2.297 2.115 0.1 -0.3 0.2 0.376
P -1.249 1.952 0.565 0.1 0.1 -0.3 0.540
O -0.734 2.529 1.923 0.1 0.0 0.1 -0.373
O -2.760 1.633 0.824 0.0 -0.1 0.1 -0.258
O -1.312 3.189 -0.432 -0.1 0.0 -0.1 -0.298
N -1.136 1.117 -4.189 0.0 0.0 0.0 -0.071
N 0.060 0.151 -2.266 -0.1 0.2 -0.3 -0.212
N -0.180 -1.087 -4.372 0.0 0.1 0.0 -0.072
N 1.261 0.848 -4.289 0.0 0.0 0.0 -0.071
C -3.013 -4.028 5.158 0.0 0.0 0.0 -0.036
C 2.055 -5.638 1.528 0.0 0.0 0.0 -0.045
C 1.070 -0.490 -4.856 0.0 0.0 0.0 -0.128
C -1.294 -2.972 3.273 -0.1 0.1 0.0 -0.406
C -1.708 -3.711 5.517 0.0 0.0 0.0 -0.042
C -2.602 -3.284 2.912 -0.1 0.0 0.0 -0.093
C 2.077 -0.653 -0.238 -0.1 -0.3 -0.1 -0.327
C -0.839 -3.188 4.576 0.0 -0.1 0.0 -0.070
C 2.820 1.631 0.538 -0.1 -0.2 -0.1 -0.085
C 4.432 -0.060 -0.160 0.0 0.1 0.1 -0.149
C -3.726 1.138 -0.125 0.0 0.1 0.0 -0.050
C 1.009 -4.736 1.594 0.0 -0.1 0.0 -0.077
C -0.096 3.884 -0.782 0.0 0.0 0.0 -0.066
C -1.297 -0.223 -4.759 0.0 0.0 0.0 -0.135
C 5.464 0.870 0.131 0.0 -0.1 -0.1 -0.005
C -1.082 1.022 -2.759 0.1 -0.1 0.0 -0.179
C 3.578 -3.939 2.316 0.0 0.0 0.0 -0.049
C -3.459 -3.822 3.860 0.0 0.0 0.0 -0.049
C -0.130 -1.197 -2.942 0.2 0.0 0.0 -0.208
C 4.738 -1.352 -0.649 0.0 -0.1 -0.1 -0.008
C 3.338 -5.238 1.892 0.0 0.0 0.0 -0.038
C 3.751 -2.256 -0.903 0.0 0.0 0.0 -0.053
C 3.079 0.314 0.065 0.1 0.0 -0.1 -0.202
C 1.257 -3.426 2.011 0.0 0.0 0.0 -0.420
C 0.125 1.689 -4.674 0.0 0.0 0.0 -0.132
C 5.181 2.111 0.613 -0.1 0.1 0.0 -0.044
C 3.837 2.497 0.812 0.1 0.1 0.0 -0.049
C 2.540 -3.021 2.369 0.0 0.0 0.0 -0.097
C 2.399 -1.903 -0.694 0.1 0.0 0.1 -0.152
C 1.336 0.745 -2.859 -0.1 0.0 0.0 -0.150
C -1.416 3.624 2.613 0.0 -0.1 0.0 -0.018
H -3.428 0.150 -0.476 0.0 0.0 0.0 0.060
H 3.616 3.488 1.188 0.0 0.0 0.0 0.116
H 2.165 0.104 -2.571 0.0 0.0 0.0 0.119
H -1.336 -0.150 -5.844 0.0 0.0 0.0 0.140
H 6.490 0.571 -0.051 0.0 0.0 0.0 0.126
H -3.832 1.837 -0.952 0.0 0.0 0.0 0.100
H 5.776 -1.608 -0.820 0.0 0.0 0.0 0.126
H -2.005 0.582 -2.375 0.0 0.0 0.0 0.116
H 0.730 3.183 -0.938 0.0 0.0 0.0 0.054
H 1.872 -6.655 1.209 0.0 0.0 0.0 0.120
H 0.171 4.580 0.012 0.0 0.0 0.0 0.103
H -4.663 1.060 0.416 0.0 0.0 0.0 0.105
H 0.006 -5.058 1.334 0.0 0.0 0.0 0.118
H -0.945 2.013 -2.336 0.0 0.0 0.0 0.094
H 0.710 -1.826 -2.654 0.0 0.0 0.0 0.109
H 1.801 1.973 0.701 -0.1 0.0 0.1 0.052
H 0.088 1.764 -5.759 0.0 0.0 0.0 0.140
H 1.911 -1.127 -4.582 0.0 0.0 0.0 0.139
H -4.474 -4.078 3.586 0.0 0.0 0.0 0.119
H 1.474 1.734 -2.414 0.0 0.0 0.0 0.121
H 4.153 -5.949 1.848 0.0 0.0 0.0 0.120
H -3.687 -4.441 5.897 0.0 0.0 0.0 0.121
H -2.223 3.203 3.204 0.0 0.0 0.0 0.101
H -2.233 -0.658 -4.404 0.0 0.0 0.0 0.137
H 1.027 -0.412 -5.941 0.0 0.0 0.0 0.139
H 0.254 2.690 -4.258 0.0 0.0 0.0 0.134
H -0.669 4.082 3.250 0.0 0.0 0.0 0.103
H -1.800 4.342 1.892 0.0 0.0 0.0 0.095
H 4.576 -3.636 2.605 0.0 0.0 0.0 0.120
H -1.366 -3.882 6.529 0.0 0.0 0.0 0.121
H 0.183 -2.958 4.855 0.0 0.0 0.0 0.120
H -2.960 -3.116 1.904 0.0 0.0 0.0 0.075
H 3.988 -3.248 -1.265 0.0 0.0 0.0 0.120
H 5.978 2.806 0.842 0.0 0.0 0.0 0.119
H -1.062 -1.627 -2.573 0.0 0.0 0.0 0.077
H 2.728 -2.002 2.682 0.0 0.0 0.0 0.088
H 1.638 -2.651 -0.871 0.0 0.0 -0.1 0.074
H -0.294 4.427 -1.700 0.0 0.0 0.0 0.106
```
Positions in Å, forces in eV/Å.

Properties
HOMO energy (alpha / beta) in eV: -13.2786 / -13.2511
Charge: +2
Expectation value of S²: 0.756
2S+1: 2



ΔE to the lowest compared entry with this formula, charge and spin (computed, kcal per mole): 0.0; 84.8; 25.2